Record 1
The following is a quantum chemistry calculation of a 3-piece molecular cluster, C32H60Br2ClF6NO9P3 overall, from the OMol25 dataset.

As for the LUMO energy: 1.1 eV. Its molar mass is 1005.0 g/mol. For the HOMO energy, the calculation gives -4.2 eV. The gap between HOMO and LUMO is 0.194 Eh. As for the total charge: -1.

Element x y z (Å)
C (-1.25639, 2.22644, -2.46344)
N (-2.09464, 1.41695, -1.58150)
C (-1.41435, 0.21095, -1.04292)
P (-1.89239, -1.44743, -2.00268)
C (-0.91617, -2.49701, -0.66839)
C (-1.72731, -3.41202, 0.26743)
C (-0.81900, -4.51525, 0.92229)
Cl (-1.36183, -6.19521, 0.44248)
C (-0.15648, -1.24254, -2.86705)
C (0.38216, -2.23895, -3.90693)
C (1.70087, -1.69121, -4.53121)
F (2.15851, -2.71257, -5.36744)
Br (1.39657, -0.17155, -5.72120)
C (2.84869, -1.44343, -3.52577)
F (3.98977, -1.23629, -4.26057)
F (2.71027, -0.31181, -2.81614)
Br (3.25403, -2.97380, -2.38975)
C (-3.54494, -1.46283, -0.96886)
C (-4.74095, -0.71012, -1.55620)
C (-5.11696, 0.60216, -1.28182)
C (-6.23444, 1.24224, -1.80670)
C (-7.05471, 0.52533, -2.68670)
C (-6.73144, -0.80422, -2.95149)
C (-7.66162, -1.57131, -3.91884)
C (-5.61650, -1.43403, -2.40238)
C (-2.39518, -3.00140, -3.01189)
C (-2.85877, -2.91692, -4.48697)
O (-4.09063, -3.64288, -4.68450)
C (-2.97744, -1.61101, -5.27493)
F (-4.01299, -0.80494, -4.97093)
F (-3.19454, -1.97369, -6.59325)
F (-1.88101, -0.83160, -5.32027)
H (-0.18296, 2.28048, -2.19435)
H (-1.41356, 1.87447, -3.49914)
H (-1.65390, 3.25882, -2.45673)
H (-2.27000, 2.00332, -0.76632)
H (-1.54971, 0.11746, 0.05085)
H (-0.32714, 0.45251, -1.14774)
H (-2.55455, -0.53092, -2.91437)
H (-0.25412, -3.15948, -1.25860)
H (-0.32376, -1.79809, -0.05075)
H (-2.21772, -2.90398, 1.10923)
H (-2.45009, -3.97995, -0.33841)
H (-0.92009, -4.50374, 2.01637)
H (0.23456, -4.41373, 0.64088)
H (0.59745, -1.28795, -2.05980)
H (-0.06192, -0.21834, -3.27067)
H (0.68044, -3.18339, -3.41896)
H (-0.20887, -2.49331, -4.79451)
H (-4.00519, -2.45633, -0.80047)
H (-3.44404, -1.06988, 0.06326)
H (-4.49383, 1.18714, -0.59763)
H (-6.41106, 2.28764, -1.54250)
H (-7.91136, 1.04854, -3.11930)
H (-8.37431, -2.17415, -3.34129)
H (-8.18648, -0.84063, -4.55024)
H (-7.03480, -2.17797, -4.59219)
H (-5.40378, -2.48276, -2.62246)
H (-1.61627, -3.78502, -2.92361)
H (-3.22899, -3.52980, -2.51368)
H (-2.14452, -3.52968, -5.06893)
H (-4.81792, -3.01991, -4.80965)
O (-0.84924, 5.49278, 1.78220)
P (-0.47745, 4.77512, 3.03769)
O (-0.97516, 3.25056, 2.74559)
C (-0.23678, 2.45647, 1.81229)
C (1.09250, 2.00004, 2.38840)
O (-1.69395, 5.28018, 4.02208)
C (-2.46248, 6.43809, 3.70623)
C (-3.74006, 6.05665, 2.98463)
O (0.36252, 4.31372, 4.40588)
C (1.51849, 5.09901, 4.74998)
C (1.15772, 6.53543, 5.08121)
H (-0.08662, 3.01161, 0.88164)
H (-0.84729, 1.58454, 1.58256)
H (1.77420, 2.84640, 2.52378)
H (1.57228, 1.28287, 1.72011)
H (0.95260, 1.53683, 3.36560)
H (-1.87501, 7.15165, 3.12733)
H (-2.71019, 6.92601, 4.65247)
H (-3.54236, 5.40495, 2.13380)
H (-4.26576, 6.94575, 2.63048)
H (-4.40374, 5.50712, 3.65487)
H (2.23732, 5.06385, 3.92552)
H (1.98198, 4.62138, 5.61313)
H (0.76311, 7.05818, 4.20401)
H (2.03533, 7.08064, 5.43157)
H (0.38631, 6.57082, 5.85056)
O (7.14517, -2.49018, 1.60863)
P (6.28383, -1.66189, 2.50433)
O (6.35076, -2.48738, 3.91911)
C (7.55920, -2.45458, 4.67007)
C (7.77131, -1.11216, 5.35059)
O (4.80095, -2.11850, 1.98449)
C (4.61918, -2.73851, 0.70860)
C (4.59519, -4.24860, 0.84338)
O (5.56245, -0.34609, 3.23321)
C (5.81846, 0.94240, 2.63962)
C (5.27722, 1.03801, 1.22520)
H (8.40810, -2.69989, 4.02415)
H (7.48108, -3.23715, 5.42552)
H (7.96617, -0.32603, 4.61611)
H (8.62373, -1.15657, 6.03117)
H (6.88392, -0.81898, 5.91188)
H (5.38213, -2.41116, 0.00227)
H (3.66215, -2.39336, 0.32007)
H (5.45608, -4.61706, 1.40190)
H (4.58439, -4.72646, -0.13855)
H (3.70530, -4.56544, 1.39089)
H (6.89506, 1.13910, 2.65379)
H (5.33821, 1.68635, 3.27535)
H (5.80204, 0.35305, 0.55129)
H (5.39659, 2.04994, 0.83592)
H (4.22136, 0.76904, 1.19760)


Record 2
The following is a quantum chemistry calculation of C32H60ClF10INO16PSi2 as an isolated structure, from the OMol25 dataset.

As for the LUMO energy: 0.1 eV. Its molar mass is 1154.3 g/mol. For the HOMO energy, the calculation gives -8.8 eV. The gap between HOMO and LUMO is 0.327 Eh.

Element x y z (Å)
N (1.08941, -0.19026, 1.94655)
C (0.21529, 0.87565, 1.48243)
C (0.18750, 2.05054, 2.45558)
Si (-0.19824, 3.71537, 1.73938)
I (-1.00167, 5.09821, 3.61834)
C (-1.64432, 3.77639, 0.54902)
C (-2.68107, 2.66048, 0.72756)
C (-2.96473, 1.94685, -0.56005)
F (-3.16078, 2.84334, -1.56937)
F (-1.91033, 1.16187, -0.93956)
C (-4.22249, 1.04215, -0.52787)
F (-4.70110, 0.90930, -1.79374)
F (-5.18851, 1.61191, 0.21569)
C (-3.98879, -0.42439, -0.03636)
F (-5.11605, -0.83016, 0.59299)
F (-2.97793, -0.49591, 0.85188)
C (-3.75272, -1.45786, -1.17746)
F (-4.92522, -1.74304, -1.77151)
F (-2.87723, -1.01428, -2.09122)
F (-3.25928, -2.58014, -0.62098)
O (1.13574, 4.51570, 1.09705)
Si (2.13049, 3.91394, -0.01756)
F (2.90675, 5.11431, -0.64325)
Cl (1.16075, 3.02263, -1.58259)
P (3.76205, 2.51986, 0.72827)
O (3.86549, 2.48263, 2.18427)
O (3.53857, 1.11792, 0.03799)
O (5.11668, 3.07405, 0.08286)
H (1.10768, -0.92372, 1.24346)
H (0.77717, -0.54976, 2.83459)
H (-0.79527, 0.49829, 1.39238)
H (0.53235, 1.14306, 0.48374)
H (-0.61187, 1.87421, 3.16504)
H (1.09000, 2.10115, 3.04784)
H (-2.14100, 4.70734, 0.76340)
H (-1.32649, 3.84328, -0.48001)
H (-2.42967, 1.93225, 1.48403)
H (-3.61560, 3.10047, 1.03604)
H (3.30241, 1.19803, -0.89124)
H (5.11017, 2.99274, -0.87472)
O (1.71882, -1.68892, -0.52708)
C (1.37225, -2.71777, -1.05332)
O (2.30319, -3.50335, -1.58877)
C (1.98889, -4.80997, -2.10768)
C (1.51031, -4.74372, -3.54338)
C (-0.08896, -3.08926, -1.16946)
H (1.28282, -5.32841, -1.45465)
H (2.92828, -5.35760, -2.05771)
H (0.57982, -4.18269, -3.63296)
H (1.34022, -5.74934, -3.92697)
H (2.25150, -4.25006, -4.17294)
H (-0.51197, -2.56279, -2.02412)
H (-0.59571, -2.75288, -0.26847)
H (-0.27133, -4.15505, -1.27908)
O (-7.19241, -6.35103, -6.93003)
C (-6.96861, -5.46588, -6.15462)
O (-6.51399, -4.29328, -6.62796)
C (-6.35968, -3.13307, -5.80146)
C (-5.03365, -3.13916, -5.06734)
C (-7.12102, -5.66019, -4.66053)
H (-7.20766, -3.02393, -5.12729)
H (-6.40525, -2.29243, -6.48651)
H (-4.95228, -3.98524, -4.38375)
H (-4.91513, -2.22075, -4.49257)
H (-4.21253, -3.21537, -5.77990)
H (-6.22595, -6.15297, -4.28459)
H (-7.97444, -6.31099, -4.49330)
H (-7.28211, -4.74240, -4.10135)
O (0.43762, -6.98426, -0.51540)
C (1.04775, -7.57656, 0.33463)
O (2.06780, -6.94046, 0.92487)
C (2.77875, -7.47326, 2.04827)
C (3.87467, -8.43007, 1.63080)
C (0.73874, -9.01135, 0.68722)
H (2.08484, -7.92203, 2.75947)
H (3.20915, -6.60164, 2.53519)
H (3.47425, -9.30561, 1.11994)
H (4.43271, -8.76799, 2.50322)
H (4.56211, -7.93515, 0.94600)
H (1.22246, -9.65710, -0.04382)
H (-0.33620, -9.15051, 0.61827)
H (1.05429, -9.30529, 1.68444)
O (10.79312, 2.37296, 4.19781)
C (10.11215, 2.70974, 3.27251)
O (9.54428, 3.93006, 3.30501)
C (8.84479, 4.48787, 2.18872)
C (7.40612, 4.02319, 2.12023)
C (9.82133, 1.78132, 2.11364)
H (9.38601, 4.29272, 1.26150)
H (8.88535, 5.56326, 2.35268)
H (7.33147, 2.94667, 1.97628)
H (6.88236, 4.50956, 1.29991)
H (6.89674, 4.25640, 3.04781)
H (9.01198, 1.11338, 2.40341)
H (10.71348, 1.19058, 1.92644)
H (9.54949, 2.28483, 1.18984)
O (-7.89148, -0.44025, -5.46010)
C (-8.18014, 0.46075, -4.72400)
O (-9.36945, 1.06458, -4.88832)
C (-9.87268, 2.04103, -3.97435)
C (-9.34409, 3.42958, -4.26726)
C (-7.21619, 0.96516, -3.67466)
H (-9.68169, 1.73603, -2.94468)
H (-10.95096, 2.01618, -4.11476)
H (-8.26142, 3.48114, -4.15410)
H (-9.79418, 4.15662, -3.59171)
H (-9.58110, 3.71051, -5.29257)
H (-6.50633, 1.64298, -4.14581)
H (-6.67467, 0.10799, -3.28518)
H (-7.68375, 1.47078, -2.83365)
O (2.27357, 6.00321, 5.46869)
C (3.34098, 6.07849, 6.00043)
O (3.52028, 7.00513, 6.96607)
C (4.70856, 7.06775, 7.75497)
C (5.81594, 7.84078, 7.06913)
C (4.49928, 5.22139, 5.55837)
H (5.02811, 6.06695, 8.04784)
H (4.40625, 7.58086, 8.66562)
H (6.12720, 7.35947, 6.14229)
H (6.68493, 7.91968, 7.72215)
H (5.47152, 8.84399, 6.82005)
H (4.93563, 5.69096, 4.68101)
H (4.11359, 4.24621, 5.27211)
H (5.27302, 5.07486, 6.30847)


What is the gap between HOMO and LUMO in the first record? 0.194 Eh